# 1
{"formula": "CH4N3", "method": "ωB97M-V/def2-TZVPD", "symbols": ["C", "N", "N", "N", "H", "H", "H", "H"], "xyz": [[0.01957, -0.68432, 0.13203], [-2.17598, 0.35511, 0.10895], [-1.17102, -0.06230, 0.12735], [1.21903, 0.68622, 0.19286], [-0.08733, -1.03154, -0.95802], [0.05097, -1.38103, 0.96827], [0.55021, 1.47581, 0.20705], [1.59454, 0.64205, -0.77849]], "charge": 1, "e_homo_ev": -16.62, "smiles": "N#[N+]CN"}


# 2
{"formula": "CH4NO3P", "method": "ωB97M-V/def2-TZVPD", "symbols": ["C", "N", "O", "O", "O", "P", "H", "H", "H", "H"], "xyz": [[0.46949, -0.30370, -1.16134], [1.30281, 0.38726, -0.58827], [-0.85100, -2.60668, -0.88420], [-0.74893, 2.04692, 1.52205], [-0.93818, -1.17201, 1.21039], [-0.67780, -1.34706, -0.17595], [0.59343, -0.75966, -2.16871], [-1.28104, 1.34431, 2.05329], [0.08900, 1.72264, 1.47959], [2.04222, 0.68797, -1.28684]], "e_homo_ev": -11.20, "smiles": "[H]/N=C/P(=O)=O.O"}


# 3
{"formula": "CH5BO2", "method": "ωB97M-V/def2-TZVPD", "symbols": ["B", "C", "O", "O", "H", "H", "H", "H", "H"], "xyz": [[-0.36073, -0.05469, 0.08015], [1.26245, 0.04191, -0.28289], [-1.19301, 0.64722, -0.69541], [-0.61591, -0.72050, 1.16114], [1.67280, 0.07479, 0.76135], [1.68198, 0.97445, -0.79332], [1.63712, -0.66515, -1.04976], [-2.10347, 0.80234, -0.27310], [-1.98124, -1.10035, 1.09184]], "e_homo_ev": -10.72}


# 4
{"formula": "C8H16N2O12Ti", "method": "ωB97M-V/def2-TZVPD", "symbols": ["Ti", "N", "O", "O", "O", "N", "O", "O", "O", "C", "C", "O", "C", "O", "O", "C", "H", "H", "H", "H", "H", "H", "H", "H", "C", "C", "O", "C", "O", "O", "C", "H", "H", "H", "H", "H", "H", "H", "H"], "xyz": [[-2.70282, -0.51868, 0.51539], [-3.66548, -5.01663, -0.22518], [-4.41693, -4.28879, 0.38812], [-2.94541, -4.61005, -1.06222], [-3.61602, -6.19642, 0.05161], [-5.96825, 1.97716, 3.11197], [-4.77846, 2.03003, 2.88230], [-6.56082, 1.07333, 2.50563], [-6.52771, 2.75594, 3.84855], [1.82408, -4.51831, 6.41346], [1.57145, -4.07584, 4.92634], [2.51357, -3.04221, 4.68698], [2.28525, -2.12984, 3.72193], [1.31227, -2.08185, 2.92703], [3.34814, -1.24009, 3.76636], [3.25817, -0.08307, 2.94313], [1.58295, -3.83468, 7.22748], [2.85390, -4.83736, 6.57400], [1.25652, -5.42067, 6.64084], [0.56307, -3.72343, 4.70941], [1.81055, -4.81353, 4.16036], [2.38421, 0.48084, 3.26918], [3.11426, -0.35670, 1.89790], [4.14412, 0.55140, 2.96844], [0.20847, 5.97120, -6.29962], [0.76263, 4.67235, -5.78394], [-0.29086, 4.09713, -4.93356], [-0.17041, 2.90179, -4.34420], [-0.85224, 2.55316, -3.33613], [0.65612, 2.09935, -5.00397], [0.94988, 0.77173, -4.62761], [-0.77067, 5.86476, -6.76657], [0.97634, 6.37979, -6.95654], [0.18205, 6.64787, -5.44550], [1.70690, 4.71728, -5.24132], [0.93620, 3.98386, -6.61096], [0.02466, 0.29767, -4.30002], [1.59698, 0.71302, -3.75244], [1.44333, 0.24847, -5.44664]], "s_squared": 3.751, "charge": -1, "spin_multiplicity": 4, "e_homo_ev": [-4.79, -4.79]}


# 5
{"formula": "C30H53NO5S", "method": "ωB97M-V/def2-TZVPD", "symbols": ["C", "O", "C", "C", "C", "C", "C", "C", "C", "S", "C", "C", "C", "C", "C", "C", "N", "H", "H", "H", "H", "H", "H", "H", "H", "H", "H", "H", "H", "H", "C", "C", "O", "C", "C", "H", "H", "H", "H", "H", "H", "H", "H", "H", "H", "C", "C", "O", "C", "C", "H", "H", "H", "H", "H", "H", "H", "H", "H", "H", "C", "C", "O", "C", "C", "H", "H", "H", "H", "H", "H", "H", "H", "H", "H", "C", "C", "O", "C", "C", "H", "H", "H", "H", "H", "H", "H", "H", "H", "H"], "xyz": [[-1.45074, 2.37699, -1.72169], [-0.95157, 1.27487, -2.45774], [0.45758, 1.24847, -2.57636], [1.15388, 0.87888, -1.28625], [2.45527, 1.29719, -1.02965], [3.09389, 0.95732, 0.15567], [2.44205, 0.17150, 1.10076], [1.14374, -0.25845, 0.83970], [0.49863, 0.10868, -0.33363], [0.34340, -1.29856, 2.01847], [0.94521, -0.50627, 3.48034], [0.14092, -0.35050, 4.60372], [0.65380, 0.24407, 5.74927], [1.95855, 0.71661, 5.75298], [2.75598, 0.58749, 4.62026], [2.25999, -0.03750, 3.48456], [3.04537, -0.19363, 2.32214], [-2.03396, 3.02772, -2.37949], [-0.64645, 2.96020, -1.26510], [-2.10145, 2.02166, -0.91888], [0.67344, 0.50447, -3.34646], [0.82744, 2.22354, -2.91685], [2.96883, 1.90974, -1.76372], [4.10038, 1.31164, 0.35360], [-0.52090, -0.21907, -0.49954], [-0.88381, -0.70160, 4.57819], [0.02953, 0.35647, 6.62709], [2.36422, 1.21413, 6.62622], [3.76357, 0.99220, 4.62479], [3.95996, 0.22105, 2.43420], [1.18253, 3.35236, 2.42124], [1.54527, 3.98321, 3.75511], [2.31002, 5.17269, 3.65013], [1.69350, 6.24117, 2.95622], [0.39604, 6.72248, 3.58364], [2.07693, 3.17963, 1.82001], [0.68959, 2.39234, 2.58804], [0.50059, 3.97711, 1.84114], [2.17030, 3.29426, 4.32185], [0.64323, 4.15487, 4.35387], [1.53214, 5.97650, 1.90451], [2.42947, 7.04553, 2.97169], [-0.38955, 5.96747, 3.53292], [0.03707, 7.60784, 3.05749], [0.55221, 6.98077, 4.63182], [0.18699, -6.81596, 2.64730], [-0.92598, -7.00927, 1.63079], [-2.07312, -6.21598, 1.87136], [-1.86148, -4.81329, 1.86140], [-1.33368, -4.26935, 0.54759], [-0.18802, -6.97673, 3.65899], [0.99016, -7.52890, 2.45649], [0.61769, -5.81486, 2.59893], [-1.28518, -8.03821, 1.66950], [-0.54646, -6.84160, 0.61609], [-1.20071, -4.51910, 2.68560], [-2.84006, -4.37951, 2.06865], [-0.32728, -4.62922, 0.32608], [-1.29812, -3.18203, 0.59815], [-1.99074, -4.55531, -0.27524], [-6.16544, -2.81601, -0.61155], [-5.34006, -2.00988, 0.37676], [-3.98818, -1.83942, -0.00599], [-3.76331, -1.15514, -1.22574], [-4.29366, 0.26800, -1.24498], [-5.69294, -3.77981, -0.80540], [-7.16152, -2.99285, -0.20419], [-6.28678, -2.29832, -1.56419], [-5.29477, -2.53558, 1.33098], [-5.81295, -1.03953, 0.56888], [-4.16694, -1.72569, -2.07014], [-2.67884, -1.14075, -1.34258], [-5.38304, 0.30275, -1.19493], [-3.98727, 0.76208, -2.16790], [-3.89677, 0.83290, -0.39990], [3.70782, -0.76601, -7.18426], [2.81921, -0.58394, -5.96594], [2.86475, 0.71753, -5.40734], [2.44471, 1.77210, -6.25448], [1.00324, 1.65512, -6.72083], [4.73480, -0.48008, -6.95384], [3.69911, -1.81133, -7.49455], [3.37042, -0.16884, -8.03254], [3.15481, -1.24178, -5.16400], [1.78657, -0.86726, -6.20016], [3.11874, 1.86982, -7.11315], [2.56372, 2.67483, -5.65421], [0.85153, 0.79696, -7.37671], [0.72148, 2.54918, -7.27814], [0.33147, 1.55268, -5.86693]], "e_homo_ev": -7.71, "smiles": "COCc1ccc2c(c1)Sc1ccccc1N2.CCOCC.CCOCC.CCOCC.CCOCC"}


# 6
{"formula": "C14H12BrIN7OPt", "method": "ωB97M-V/def2-TZVPD", "symbols": ["Pt", "N", "C", "N", "C", "N", "N", "C", "N", "C", "C", "C", "C", "C", "N", "H", "H", "H", "H", "H", "H", "H", "H", "Br", "C", "C", "C", "C", "C", "C", "I", "H", "H", "H", "H", "O", "N"], "xyz": [[0.56450, -0.10843, -0.22736], [2.04998, 0.84271, 2.63419], [1.21599, -0.19602, 2.77245], [0.93693, -0.63705, 3.96475], [0.20230, -1.75410, 4.07300], [-0.18518, -2.16443, 5.24788], [-0.12055, -2.53941, 2.98584], [0.10748, -2.02969, 1.83924], [0.65855, -0.76687, 1.62915], [-0.20068, -2.77053, 0.60413], [-0.70800, -4.04962, 0.59556], [-0.99377, -4.64509, -0.62945], [-0.77925, -3.92722, -1.79547], [-0.27570, -2.64117, -1.71894], [0.02692, -2.08341, -0.53745], [2.45333, 1.18544, 3.49893], [2.64232, 0.90353, 1.81978], [0.05038, -1.63294, 6.07602], [-0.70265, -3.02708, 5.34635], [-0.87578, -4.55472, 1.53704], [-1.38711, -5.65269, -0.66930], [-0.99661, -4.35007, -2.76703], [-0.10339, -2.06202, -2.61505], [2.65860, 3.41501, -2.29394], [0.79568, 3.74334, -2.38879], [0.28380, 4.41111, -3.48824], [-1.08013, 4.67257, -3.57674], [-1.95292, 4.26406, -2.57773], [-1.46654, 3.58835, -1.47219], [-0.09710, 3.33075, -1.39875], [0.60461, 2.49164, 0.38722], [0.95673, 4.74241, -4.26810], [-1.45673, 5.21113, -4.43620], [-3.00930, 4.48445, -2.64631], [-2.13562, 3.28991, -0.67614], [1.40743, 0.65696, -2.87827], [0.91147, 0.35918, -1.95009]], "charge": 3, "e_homo_ev": -17.92}


# 7
{"formula": "C4H8O2", "method": "ωB97M-V/def2-TZVPD", "symbols": ["C", "O", "C", "C", "O", "C", "H", "H", "H", "H", "H", "H", "H", "H"], "xyz": [[1.53115, 0.83229, 0.60444], [0.40787, 1.62733, 0.35942], [-0.26606, 1.01158, -0.70019], [-0.50092, -0.62518, -0.39863], [-0.22264, -1.47589, -1.21466], [-1.31808, -0.96887, 0.84009], [1.95897, 1.15676, 1.56707], [1.11526, -0.22073, 0.47989], [2.29098, 0.90685, -0.19037], [-1.17819, 1.61884, -0.82747], [0.34450, 1.06258, -1.61888], [-2.33136, -1.04824, 0.42875], [-1.28773, -0.16697, 1.57659], [-1.10371, -1.93023, 1.32884]], "e_homo_ev": -9.42, "smiles": "COCC(C)=O"}


# 8
{"formula": "C34H40N4O9SSb2V", "method": "ωB97M-V/def2-TZVPD", "symbols": ["V", "C", "Sb", "C", "C", "C", "C", "C", "C", "C", "C", "C", "Sb", "C", "C", "H", "H", "H", "H", "H", "H", "H", "H", "H", "H", "H", "H", "H", "H", "H", "H", "H", "H", "H", "H", "O", "N", "O", "C", "C", "C", "C", "O", "C", "C", "N", "O", "O", "N", "O", "O", "H", "H", "C", "N", "C", "C", "C", "C", "C", "C", "C", "C", "H", "H", "H", "H", "H", "H", "H", "H", "H", "H", "H", "H", "H", "O", "C", "O", "C", "C", "C", "C", "S", "C", "C", "H", "H", "H", "H", "H"], "xyz": [[-0.16498, 0.10895, 0.00781], [-1.82892, -1.04711, 3.38231], [0.10784, -0.87105, 2.47424], [1.06766, 0.37257, 3.89059], [0.83742, -2.84594, 2.87983], [0.04386, -3.90836, 2.17877], [-1.08523, -4.42213, 2.81807], [-1.87431, -5.39611, 2.23237], [-1.52784, -5.89159, 0.98376], [-0.40404, -5.39858, 0.34420], [0.39085, -4.40390, 0.91463], [1.56641, -3.89050, 0.13944], [0.98209, -2.27157, -1.14885], [-0.25326, -3.36910, -2.50657], [2.63815, -1.99719, -2.44987], [-1.74569, -1.43798, 4.39616], [-2.44631, -1.71312, 2.78148], [-2.29587, -0.06492, 3.42722], [1.13194, -0.14782, 4.84534], [0.48362, 1.28336, 4.00611], [2.05988, 0.62815, 3.53056], [0.73789, -2.95219, 3.96120], [1.89667, -2.84394, 2.63319], [-1.33697, -4.05681, 3.80750], [-2.74191, -5.77758, 2.75381], [-2.12078, -6.66651, 0.51679], [-0.12099, -5.80322, -0.62102], [1.95073, -4.65854, -0.53313], [2.38623, -3.53337, 0.75871], [0.31667, -4.22321, -2.87280], [-0.52340, -2.73995, -3.35348], [-1.15428, -3.70311, -1.99896], [2.89445, -2.95643, -2.89835], [3.48053, -1.60147, -1.88987], [2.36214, -1.29803, -3.23900], [-2.74514, -0.00786, -6.90476], [-3.02164, -0.39691, -5.79217], [-4.00331, -1.04636, -5.49382], [-2.09252, -0.05459, -4.70475], [-2.38410, -0.48279, -3.42223], [-1.48572, -0.14764, -2.44205], [-0.31268, 0.61050, -2.65674], [0.50673, 0.79521, -1.64878], [-0.08666, 1.02432, -3.97963], [-0.95547, 0.67955, -4.99469], [1.10833, 1.80325, -4.31880], [1.56200, 1.65420, -5.43366], [1.55156, 2.53863, -3.46313], [-1.61023, -0.48042, -1.04939], [-1.88478, -1.61269, -0.50206], [-1.92011, 0.58775, -0.25767], [-3.26655, -1.07372, -3.21830], [-0.74246, 0.97919, -6.01143], [-3.35918, 4.54396, 2.12840], [-3.17396, 3.28693, 1.35009], [-2.72770, 3.61284, -0.03656], [-2.28829, 2.25833, 2.07140], [-0.82856, 2.58781, 1.95193], [-0.35022, 3.61008, 2.78083], [0.93165, 4.11435, 2.64139], [1.73208, 3.61653, 1.62420], [1.27774, 2.56320, 0.84616], [0.02888, 1.96140, 1.02058], [-4.09759, 5.16109, 1.62278], [-2.40972, 5.06815, 2.17207], [-3.70150, 4.30220, 3.13150], [-4.09064, 2.84610, 1.28046], [-1.73681, 4.05558, 0.01853], [-3.43409, 4.32058, -0.46312], [-2.68692, 2.70222, -0.62209], [-2.53687, 1.29713, 1.63526], [-2.63198, 2.28497, 3.10627], [-0.99256, 4.00573, 3.56075], [1.29153, 4.89036, 3.30356], [2.71958, 4.02390, 1.44351], [1.93277, 2.19510, 0.06902], [7.73910, 3.62120, 2.09407], [6.77363, 3.74788, 1.16011], [6.74266, 4.70816, 0.44610], [5.75503, 2.65160, 1.08609], [5.09901, 2.46019, -0.12654], [4.12216, 1.48921, -0.24794], [3.75750, 0.71690, 0.85787], [2.48553, -0.49981, 0.71544], [4.41446, 0.90817, 2.07028], [5.41352, 1.86426, 2.17911], [7.73457, 2.73741, 2.47956], [5.36460, 3.08875, -0.96627], [3.60744, 1.34433, -1.19047], [4.15063, 0.30054, 2.92608], [5.88980, 2.01155, 3.14195]], "charge": 1, "e_homo_ev": [-10.40, -10.40]}


Number 1: DFT total energy -5561.3637 eV. Number 2: DFT total energy -18022.6299 eV. Number 3: DFT total energy -5889.3979 eV. Number 4: DFT total energy -59209.3937 eV. Number 5: DFT total energy -54530.9190 eV. Number 6: DFT total energy -108551.4344 eV. Number 7: DFT total energy -8371.1064 eV. Number 8: DFT total energy -109877.1697 eV.